The following is a quantum chemistry calculation of an isolated molecule of C3H4BrN in a non-equilibrium geometry, from OMol25.

Element x y z (Å)
C1 -0.98 0.61 1.22
C2 -0.48 -0.29 0.42
C3 0.59 -0.08 -0.58
N1 1.07 -1.41 -1.24
Br1 0.91 1.49 -1.49
H1 -1.67 0.48 2.03
H2 -0.64 1.66 1.01
H3 -0.65 -1.28 0.46
H4 1.85 -1.20 -1.83

Results
spin multiplicity	3
HOMO (alpha / beta)	-7.4306 / -10.3959	eV
energy relative to the best compared isomer or geometry (same formula, charge and spin)	0.0	kcal per mole
LUMO level (alpha / beta)	0.8 / -2.3	eV
F_max	5.0	eV Å⁻¹
charge	0

The following is a quantum chemistry calculation of a cluster of 2 separate species, C11H14N2O in total in a non-equilibrium geometry, from OMol25.

Element x y z (Å)
C1 -0.26 0.89 4.40
C2 -0.04 1.07 2.92
C3 -0.87 0.38 2.00
C4 -0.72 0.63 0.65
C5 0.25 1.48 0.10
O1 0.28 1.69 -1.24
C6 0.98 2.24 0.99
C7 0.81 2.01 2.36
H1 0.65 1.18 4.92
H2 -0.61 -0.11 4.64
H3 -1.10 1.49 4.71
H4 -1.63 -0.28 2.36
H5 -1.57 0.25 0.11
H6 0.03 0.90 -1.74
H7 1.54 3.13 0.76
H8 1.36 2.65 3.04
C8 -0.23 -0.47 -4.06
C9 -0.08 -1.52 -2.99
C10 1.07 -1.95 -2.40
N1 0.72 -2.54 -1.23
C11 -0.63 -2.50 -1.15
N2 -1.12 -1.90 -2.19
H9 0.66 0.12 -4.17
H10 -1.18 0.01 -3.83
H11 -0.53 -0.86 -5.05
H12 2.07 -1.97 -2.81
H13 1.39 -3.07 -0.71
H14 -1.26 -2.96 -0.40

Results
HOMO	-8.2754	eV
SMILES string	Cc1ccc(O)cc1.Cc1c[nH]cn1
energy relative to the best compared isomer or geometry (same formula, charge and spin)	39.4	kcal per mole
LUMO level	0.8	eV
F_max	2.4	eV Å⁻¹
charge	0

The following is a quantum chemistry calculation of a cluster of 2 separate species, C5H11O2 in total in a non-equilibrium geometry, from OMol25.

Element x y z (Å)
C1 0.17 -1.70 0.43
C2 -1.20 -1.42 -0.28
C3 1.32 -1.48 -0.52
H1 0.22 -2.68 0.88
H2 0.27 -0.91 1.18
H3 -1.67 -0.66 0.33
H4 -1.18 -1.11 -1.32
H5 2.30 -1.66 -0.05
H6 1.50 -0.45 -0.87
H7 -1.80 -2.33 -0.19
H8 1.32 -2.00 -1.49
C4 0.30 2.58 -0.07
C5 -0.81 1.98 0.85
O1 -1.94 2.07 0.31
O2 -0.46 1.51 1.95
H9 0.17 3.65 -0.23
H10 0.14 2.17 -1.07
H11 1.36 2.42 0.16

Results
HOMO	-4.0282	eV
energy relative to the best compared isomer or geometry (same formula, charge and spin)	11.4	kcal per mole
LUMO level	3.9	eV
F_max	2.1	eV Å⁻¹
charge	-1

The following is a quantum chemistry calculation of a structure of composition C18H38N5O13V in a non-equilibrium geometry, from OMol25.

Element x y z (Å)
O1 3.89 -0.84 -1.63
V1 4.56 -0.25 -0.35
O2 3.79 -0.54 1.01
N1 8.91 -2.21 0.37
O3 9.19 -2.60 1.50
O4 7.74 -2.07 0.05
O5 9.74 -1.86 -0.36
N2 8.30 1.94 2.17
O6 7.15 1.76 1.78
O7 8.60 1.46 3.21
O8 9.05 2.56 1.36
N3 7.42 3.16 -3.10
O9 6.49 3.94 -3.29
O10 8.58 3.55 -3.24
O11 7.27 2.04 -2.64
C1 0.94 5.36 0.41
C2 0.52 3.85 0.45
C3 -1.01 3.80 0.60
C4 -1.93 4.03 -0.63
C5 -1.49 3.16 -1.76
C6 0.03 3.29 -2.10
N4 0.88 3.11 -0.85
O12 2.22 2.97 -0.97
C7 0.35 2.04 -2.95
C8 0.35 4.58 -2.88
C9 1.02 3.12 1.66
H1 0.45 5.82 1.27
H2 0.82 5.92 -0.52
H3 2.00 5.40 0.67
H4 -1.33 2.96 1.23
H5 -1.38 4.60 1.23
H6 -2.01 5.07 -0.96
H7 -2.99 3.91 -0.42
H8 -2.18 3.45 -2.56
H9 -1.72 2.13 -1.53
H10 -0.31 1.93 -3.82
H11 1.38 1.91 -3.28
H12 0.28 1.09 -2.42
H13 1.40 4.88 -2.93
H14 0.09 4.48 -3.94
H15 -0.32 5.38 -2.56
H16 0.71 3.64 2.57
H17 2.11 3.09 1.61
H18 0.74 2.07 1.59
H19 2.37 3.78 -1.46
C10 -1.09 -3.51 0.53
C11 -2.63 -3.88 0.35
C12 -2.68 -5.45 0.62
C13 -4.09 -6.04 0.69
C14 -4.79 -5.25 1.87
C15 -4.77 -3.66 1.73
N5 -3.41 -3.10 1.35
O13 -3.34 -1.72 1.25
C16 -5.96 -3.52 0.71
C17 -5.24 -3.17 3.13
C18 -3.01 -3.62 -1.19
H20 -0.77 -2.47 0.59
H21 -0.75 -3.89 1.49
H22 -0.52 -3.98 -0.27
H23 -2.17 -6.00 -0.17
H24 -2.17 -5.64 1.56
H25 -4.67 -6.06 -0.23
H26 -4.12 -7.10 0.93
H27 -4.24 -5.42 2.80
H28 -5.77 -5.69 2.01
H29 -5.73 -4.11 -0.18
H30 -5.96 -2.50 0.34
H31 -6.93 -3.90 1.02
H32 -6.27 -3.34 3.41
H33 -5.12 -2.08 3.11
H34 -4.50 -3.42 3.89
H35 -3.13 -2.55 -1.34
H36 -2.32 -4.09 -1.89
H37 -3.98 -4.05 -1.46
H38 -2.53 -1.62 1.75

Results
HOMO	-2.1874	eV
energy relative to the best compared isomer or geometry (same formula, charge and spin)	212.5	kcal per mole
LUMO level	0.7	eV
F_max	6.2	eV Å⁻¹
charge	-2

The following is a quantum chemistry calculation of a structure of composition C6H8O2 in a non-equilibrium geometry, from OMol25.

Element x y z (Å)
C1 -0.29 -0.58 -0.15
C2 -1.75 -0.28 -0.54
C3 -0.13 0.91 -0.23
C4 1.21 1.17 0.37
C5 1.96 0.14 -0.02
C6 1.10 -0.99 -0.75
H1 -0.52 -1.92 1.26
H2 -1.95 -0.17 -1.60
H3 -2.53 -0.92 -0.09
H4 -0.02 1.23 -1.29
H5 1.55 2.00 1.00
H6 3.07 0.02 0.00
H7 1.12 -0.80 -1.84
H8 1.43 -2.03 -0.57
O1 -0.31 -0.96 1.23
O2 -1.54 1.00 0.16

Results
HOMO	-9.3213	eV
energy relative to the best compared isomer or geometry (same formula, charge and spin)	87.6	kcal per mole
LUMO level	0.8	eV
F_max	1.7	eV Å⁻¹
charge	0

The following is a quantum chemistry calculation of an isolated molecule of C5H9N3 in a non-equilibrium geometry, from OMol25.

Element x y z (Å)
C1 -2.43 0.84 1.42
C2 -1.68 0.64 0.26
C3 -0.25 0.41 0.27
C4 0.64 0.30 1.25
N1 0.19 0.37 -1.17
C5 1.43 0.03 -1.71
N2 1.99 -1.13 -1.59
N3 1.36 -2.01 -0.70
H1 -2.17 0.59 2.51
H2 -3.34 1.44 1.53
H3 -2.20 0.85 -0.89
H4 0.22 0.47 2.33
H5 1.71 -0.06 1.10
H6 -0.38 0.96 -1.76
H7 1.98 0.73 -2.38
H8 0.76 -1.71 0.04
H9 2.15 -2.71 -0.51

Results
HOMO	-8.1106	eV
SMILES string	C=CC(=C)N/C=N\N
energy relative to the best compared isomer or geometry (same formula, charge and spin)	101.3	kcal per mole
LUMO level	0.2	eV
F_max	4.3	eV Å⁻¹
charge	0